Entry from OMol25: a cluster of 5 separate species, C30H58FO3P in total (ωB97M-V/def2-TZVPD).

Bonds (Å) are listed after each position.
Positions of all 93 atoms, in Å:
1 C -3.1849 -9.3407 2.0724  C2 1.517, H18 1.090, H19 1.090, H20 1.090
2 C -3.3110 -7.9671 1.4417  C1 1.517, C3 1.538, H21 1.090, H22 1.090
3 C -2.8961 -6.8471 2.4113  C2 1.538, C4 1.474, H23 1.090, H24 1.090
4 C -3.1358 -5.4385 2.0481  C3 1.474, P5 1.815, H25 1.090, H26 1.090
5 P -1.7289 -4.5272 1.3520  C4 1.815, C6 1.886, C10 1.884, C14 1.811
6 C -0.8454 -5.5038 0.0015  P5 1.886, C7 1.584, H27 1.090, H28 1.090
7 C 0.3066 -6.4303 0.5689  C6 1.584, C8 1.537, H29 1.090, H30 1.090
8 C 0.7240 -7.6065 -0.3290  C7 1.537, C9 1.571, H31 1.090, H32 1.090
9 C 1.3818 -8.9012 0.2708  C8 1.571, H33 1.090, H34 1.090, H35 1.090
10 C -2.5791 -3.0803 0.4948  P5 1.884, C11 1.604, H36 1.090, H37 1.090
11 C -3.3514 -1.9689 1.3556  C10 1.604, C12 1.521, H38 1.090, H39 1.090
12 C -4.1049 -0.9871 0.4719  C11 1.521, C13 1.576, H40 1.090, H41 1.090
13 C -4.7967 0.1104 1.3661  C12 1.576, H42 1.090, H43 1.090, H44 1.090
14 C -0.6593 -3.9173 2.6802  P5 1.811, C15 1.500, H45 1.090, H46 1.090
15 C 0.0955 -2.7142 2.1972  C14 1.500, C16 1.525, H47 1.090, H48 1.090
16 C 1.4857 -2.5212 2.7946  C15 1.525, C17 1.574, H49 1.090, H50 1.090
17 C 1.4034 -2.4547 4.3653  C16 1.574, H51 1.090, H52 1.090, H53 1.090
18 H -3.5512 -9.3236 3.0988  C1 1.090
19 H -2.1757 -9.7488 2.0167  C1 1.090
20 H -3.9174 -10.0866 1.7638  C1 1.090
21 H -4.2527 -7.7463 0.9392  C2 1.090
22 H -2.7272 -7.9636 0.5213  C2 1.090
23 H -1.9428 -7.0667 2.8920  C3 1.090
24 H -3.5119 -6.8719 3.3103  C3 1.090
25 H -3.5177 -4.9419 2.9401  C4 1.090
26 H -3.9781 -5.4263 1.3563  C4 1.090
27 H -0.4744 -4.7551 -0.6985  C6 1.090
28 H -1.6030 -6.0210 -0.5873  C6 1.090
29 H 0.1381 -6.7406 1.6001  C7 1.090
30 H 1.1335 -5.7284 0.6772  C7 1.090
31 H 1.3721 -7.2574 -1.1329  C8 1.090
32 H -0.1707 -7.9129 -0.8710  C8 1.090
33 H 1.5957 -9.6919 -0.4484  C9 1.090
34 H 0.7513 -9.2729 1.0785  C9 1.090
35 H 2.3521 -8.5816 0.6508  C9 1.090
36 H -3.3853 -3.4409 -0.1440  C10 1.090
37 H -1.8700 -2.6948 -0.2378  C10 1.090
38 H -2.6062 -1.4192 1.9305  C11 1.090
39 H -4.0877 -2.4427 2.0048  C11 1.090
40 H -4.8233 -1.5858 -0.0881  C12 1.090
41 H -3.3908 -0.5694 -0.2379  C12 1.090
42 H -5.6533 -0.2514 1.9349  C13 1.090
43 H -5.0437 0.9588 0.7278  C13 1.090
44 H -4.1813 0.5842 2.1309  C13 1.090
45 H -0.0618 -4.6548 3.2160  C14 1.090
46 H -1.2699 -3.4596 3.4586  C14 1.090
47 H -0.4411 -1.8080 2.4781  C15 1.090
48 H 0.3122 -2.6970 1.1291  C15 1.090
49 H 1.9331 -1.5829 2.4667  C16 1.090
50 H 2.1546 -3.3382 2.5239  C16 1.090
51 H 0.5864 -1.8845 4.8073  C17 1.090
52 H 2.3716 -2.2282 4.8119  C17 1.090
53 H 1.1550 -3.4522 4.7279  C17 1.090
54 C -6.8757 -5.6945 -1.9725  C55 1.554, H57 1.090, H58 1.090, H59 1.090
55 C -5.8263 -6.2782 -2.9596  C54 1.554, O56 1.408, H60 1.090, H61 1.090
56 O -5.0803 -5.3431 -3.7015  C55 1.408
57 H -7.6851 -5.2868 -2.5781  C54 1.090
58 H -6.4743 -4.8819 -1.3671  C54 1.090
59 H -7.3291 -6.3789 -1.2554  C54 1.090
60 H -6.2169 -7.1291 -3.5177  C55 1.090
61 H -5.1475 -6.7707 -2.2633  C55 1.090
62 C -10.2785 -1.9875 -5.1803  C63 1.467, H66 1.090, H67 1.090, H68 1.090
63 C -9.2132 -1.2894 -5.9092  C62 1.467, O64 1.211, C65 1.555
64 O -9.3766 -0.9790 -7.0680  C63 1.211
65 C -8.0094 -0.6778 -5.1376  C63 1.555, H69 1.090, H70 1.090, H71 1.090
66 H -11.1685 -1.9458 -5.8082  C62 1.090
67 H -10.5643 -1.5744 -4.2130  C62 1.090
68 H -10.0853 -3.0588 -5.1243  C62 1.090
69 H -8.2052 -0.5432 -4.0738  C65 1.090
70 H -7.9117 0.3725 -5.4121  C65 1.090
71 H -7.1060 -1.2003 -5.4521  C65 1.090
72 C 1.1884 -5.9642 -8.0849  C73 1.551, H76 1.090, H77 1.090, H78 1.090
73 C 0.0715 -6.7112 -7.3094  C72 1.551, O74 1.221, C75 1.514
74 O -0.6968 -7.4575 -7.8960  C73 1.221
75 C 0.0413 -6.6535 -5.7965  C73 1.514, H79 1.090, H80 1.090, H81 1.090
76 H 0.7474 -5.1499 -8.6598  C72 1.090
77 H 1.7985 -6.5244 -8.7936  C72 1.090
78 H 1.8763 -5.5920 -7.3258  C72 1.090
79 H -0.8380 -6.0603 -5.5452  C75 1.090
80 H 0.9469 -6.3096 -5.2968  C75 1.090
81 H -0.2043 -7.6267 -5.3714  C75 1.090
82 F -11.4462 -14.1264 0.2183  C83 1.345
83 C -11.3748 -12.7986 0.0192  F82 1.345, C84 1.392, C88 1.414
84 C -12.6016 -12.2306 -0.3122  C83 1.392, C85 1.398, H89 1.080
85 C -12.6512 -10.8859 -0.6907  C84 1.398, C86 1.409, H90 1.080
86 C -11.4809 -10.1041 -0.6240  C85 1.409, C87 1.378, H91 1.080
87 C -10.2600 -10.6990 -0.3883  C86 1.378, C88 1.369, H92 1.080
88 C -10.1915 -12.0313 -0.0816  C83 1.414, C87 1.369, H93 1.080
89 H -13.5012 -12.8268 -0.2734  C84 1.080
90 H -13.6035 -10.3888 -0.8026  C85 1.080
91 H -11.6673 -9.0847 -0.9283  C86 1.080
92 H -9.3506 -10.1205 -0.4572  C87 1.080
93 H -9.2232 -12.5018 0.0044  C88 1.080

The computed Löwdin charges, all in e, follow: atom 1 (C): -0.102, atom 2 (C): -0.241, atom 3 (C): -0.279, atom 4 (C): -0.294, atom 5 (P): 1.073, atom 6 (C): -0.204, atom 7 (C): -0.231, atom 8 (C): -0.245, atom 9 (C): -0.083, atom 10 (C): -0.229, atom 11 (C): -0.240, atom 12 (C): -0.241, atom 13 (C): -0.091, atom 14 (C): -0.275, atom 15 (C): -0.293, atom 16 (C): -0.231, atom 17 (C): -0.096, atom 18 (H): 0.071, atom 19 (H): 0.071, atom 20 (H): 0.076, atom 21 (H): 0.114, atom 22 (H): 0.093, atom 23 (H): 0.110, atom 24 (H): 0.112, atom 25 (H): 0.104, atom 26 (H): 0.114, atom 27 (H): 0.090, atom 28 (H): 0.098, atom 29 (H): 0.089, atom 30 (H): 0.098, atom 31 (H): 0.104, atom 32 (H): 0.096, atom 33 (H): 0.073, atom 34 (H): 0.061, atom 35 (H): 0.066, atom 36 (H): 0.097, atom 37 (H): 0.086, atom 38 (H): 0.088, atom 39 (H): 0.108, atom 40 (H): 0.113, atom 41 (H): 0.110, atom 42 (H): 0.071, atom 43 (H): 0.067, atom 44 (H): 0.063, atom 45 (H): 0.103, atom 46 (H): 0.108, atom 47 (H): 0.108, atom 48 (H): 0.108, atom 49 (H): 0.107, atom 50 (H): 0.106, atom 51 (H): 0.074, atom 52 (H): 0.072, atom 53 (H): 0.055, atom 54 (C): -0.157, atom 55 (C): -0.575, atom 56 (O): -0.440, atom 57 (H): 0.041, atom 58 (H): 0.030, atom 59 (H): 0.032, atom 60 (H): 0.065, atom 61 (H): 0.030, atom 62 (C): -0.036, atom 63 (C): -0.491, atom 64 (O): 0.056, atom 65 (C): -0.015, atom 66 (H): 0.082, atom 67 (H): 0.083, atom 68 (H): 0.094, atom 69 (H): 0.066, atom 70 (H): 0.071, atom 71 (H): 0.086, atom 72 (C): -0.021, atom 73 (C): -0.459, atom 74 (O): 0.053, atom 75 (C): -0.031, atom 76 (H): 0.079, atom 77 (H): 0.077, atom 78 (H): 0.058, atom 79 (H): 0.093, atom 80 (H): 0.066, atom 81 (H): 0.082, atom 82 (F): 0.052, atom 83 (C): -0.266, atom 84 (C): -0.024, atom 85 (C): -0.076, atom 86 (C): -0.092, atom 87 (C): -0.102, atom 88 (C): -0.023, atom 89 (H): 0.111, atom 90 (H): 0.099, atom 91 (H): 0.099, atom 92 (H): 0.108, atom 93 (H): 0.111

=====

Entry from OMol25: a cluster of 13 separate species, C30H59Br24N4O2 in total (ωB97M-V/def2-TZVPD).

Output
- Total charge: +1

Bonds (Å) are listed after each position.
Positions of all 119 atoms, in Å:
1 C -3.7663 4.0377 2.9334  C2 1.564, H13 1.113, H14 1.117, H15 1.110
2 C -4.1285 5.0615 1.8083  C1 1.564, O3 1.180, O4 1.392
3 O -3.4960 6.0568 1.7780  C2 1.180
4 O -5.1674 4.8552 0.9049  C2 1.392, C5 1.429
5 C -4.8471 3.8777 -0.0876  O4 1.429, C6 1.575, H16 1.112, H17 1.114
6 C -5.2337 2.4343 0.4095  C5 1.575, N7 1.486, H18 1.112, H19 1.117
7 N -4.0582 1.6066 0.7844  C6 1.486, N8 1.351, C11 1.349
8 N -2.7522 1.7243 0.4595  N7 1.351, C9 1.358, H20 1.014
9 C -2.1675 0.6974 1.1284  N8 1.358, N10 1.334, H21 1.126
10 N -3.0013 -0.0659 1.8362  C9 1.334, C11 1.390
11 C -4.2297 0.5333 1.5837  N7 1.349, N10 1.390, N12 1.337
12 N -5.3981 0.1009 2.0678  C11 1.337, H22 1.017, H23 1.014
13 H -3.0155 3.3251 2.5240  C1 1.113
14 H -4.6694 3.5044 3.3167  C1 1.117
15 H -3.3084 4.5803 3.7872  C1 1.110
16 H -3.8027 3.9554 -0.4613  C5 1.112
17 H -5.5095 4.0993 -0.9550  C5 1.114
18 H -5.9361 1.9091 -0.2739  C6 1.112
19 H -5.8052 2.5989 1.3545  C6 1.117
20 H -2.3508 2.4338 -0.1441  N8 1.014
21 H -1.0531 0.5457 1.0747  C9 1.126
22 H -6.0915 0.7791 2.3727  N12 1.017
23 H -5.5799 -0.8959 2.0466  N12 1.014
24 Br -7.6556 1.6105 4.0815  C25 1.948
25 C -9.4932 1.7779 3.4568  Br24 1.948, C26 1.506, H28 1.088, H29 1.089
26 C -9.5656 1.6595 1.9576  C25 1.506, Br27 1.949, H30 1.089, H31 1.087
27 Br -8.9644 3.2980 1.0909  C26 1.949
28 H -9.8696 2.7267 3.8341  C25 1.088
29 H -10.0347 0.9626 3.9346  C25 1.089
30 H -10.5964 1.5249 1.6322  C26 1.089
31 H -8.9575 0.8503 1.5606  C26 1.087
32 Br -0.1456 -0.7468 2.7267  C33 1.952
33 C 1.6078 -0.7368 3.5844  Br32 1.952, C34 1.505, H36 1.087, H37 1.089
34 C 2.7090 -0.5440 2.5770  C33 1.505, Br35 1.946, H38 1.090, H39 1.087
35 Br 3.0582 -2.1797 1.5815  C34 1.946
36 H 1.6918 -1.6667 4.1409  C33 1.087
37 H 1.5772 0.0982 4.2833  C33 1.089
38 H 3.6487 -0.3096 3.0775  C34 1.090
39 H 2.4907 0.2305 1.8456  C34 1.087
40 Br 1.1292 8.7289 -0.2453  C41 1.945
41 C -0.1508 7.6378 -1.2229  Br40 1.945, C42 1.506, H44 1.087, H45 1.089
42 C -0.7464 6.5708 -0.3423  C41 1.506, Br43 1.952, H46 1.089, H47 1.087
43 Br 0.5025 5.0961 -0.0683  C42 1.952
44 H 0.3703 7.2367 -2.0888  C41 1.087
45 H -0.9214 8.3317 -1.5558  C41 1.089
46 H -1.6157 6.1203 -0.8197  C42 1.089
47 H -1.0281 6.9342 0.6425  C42 1.087
48 Br -6.0165 4.8847 5.8349  C49 1.950
49 C -7.1629 5.4039 4.3454  Br48 1.950, C50 1.505, H52 1.087, H53 1.090
50 C -8.2062 6.4006 4.7732  C49 1.505, Br51 1.948, H54 1.089, H55 1.087
51 Br -9.6473 5.5318 5.7537  C50 1.948
52 H -7.5886 4.4891 3.9397  C49 1.087
53 H -6.4900 5.8446 3.6096  C49 1.090
54 H -8.6836 6.8519 3.9044  C50 1.089
55 H -7.8125 7.1852 5.4142  C50 1.087
56 Br 6.4924 0.9448 3.3506  C57 1.951
57 C 7.8230 -0.0849 2.3624  Br56 1.951, C58 1.504, H60 1.087, H61 1.089
58 C 7.2267 -1.3535 1.8178  C57 1.504, Br59 1.947, H62 1.090, H63 1.088
59 Br 7.0211 -2.6979 3.2112  C58 1.947
60 H 8.6584 -0.2568 3.0362  C57 1.087
61 H 8.1445 0.5675 1.5514  C57 1.089
62 H 7.8901 -1.8075 1.0821  C58 1.090
63 H 6.2453 -1.2069 1.3716  C58 1.088
64 Br 8.5437 -4.5402 -0.2164  C65 1.945
65 C 7.6527 -4.3680 -1.9373  Br64 1.945, C66 1.505, H68 1.088, H69 1.090
66 C 8.2516 -3.2568 -2.7569  C65 1.505, Br67 1.949, H70 1.089, H71 1.087
67 Br 7.6600 -1.5103 -2.1254  C66 1.949
68 H 6.5938 -4.2277 -1.7324  C65 1.088
69 H 7.7999 -5.3287 -2.4311  C65 1.090
70 H 7.9108 -3.3163 -3.7898  C66 1.089
71 H 9.3383 -3.2485 -2.7381  C66 1.087
72 Br -9.8167 2.2741 -2.5229  C73 1.949
73 C -10.9881 3.5442 -3.4257  Br72 1.949, C74 1.506, H76 1.087, H77 1.089
74 C -10.8199 4.9351 -2.8724  C73 1.506, Br75 1.948, H78 1.089, H79 1.087
75 Br -11.7153 5.1288 -1.1537  C74 1.948
76 H -12.0017 3.1643 -3.3281  C73 1.087
77 H -10.6909 3.5093 -4.4729  C73 1.089
78 H -11.2954 5.6666 -3.5244  C74 1.089
79 H -9.7799 5.2126 -2.7213  C74 1.087
80 Br 8.6278 -6.7707 -5.0670  C81 1.950
81 C 8.3612 -8.5807 -4.3917  Br80 1.950, C82 1.505, H84 1.087, H85 1.089
82 C 7.6590 -8.5715 -3.0611  C81 1.505, Br83 1.948, H86 1.090, H87 1.088
83 Br 8.8705 -8.0705 -1.6206  C82 1.948
84 H 9.3397 -9.0526 -4.3565  C81 1.087
85 H 7.7486 -9.0778 -5.1416  C81 1.089
86 H 7.3112 -9.5721 -2.8054  C82 1.090
87 H 6.8204 -7.8799 -3.0251  C82 1.088
88 Br 7.8330 -13.0270 -2.6982  C89 1.947
89 C 5.9788 -12.9005 -3.2784  Br88 1.947, C90 1.506, H92 1.087, H93 1.089
90 C 5.8656 -12.9760 -4.7785  C89 1.506, Br91 1.948, H94 1.089, H95 1.087
91 Br 6.3851 -11.2938 -5.6112  C90 1.948
92 H 5.5810 -11.9765 -2.8662  C89 1.087
93 H 5.4761 -13.7475 -2.8136  C89 1.089
94 H 4.8302 -13.1345 -5.0770  C90 1.089
95 H 6.4876 -13.7515 -5.2178  C90 1.087
96 Br 4.0743 -0.4392 -2.3090  C97 1.948
97 C 2.8237 -1.5327 -3.3258  Br96 1.948, C98 1.507, H100 1.087, H101 1.090
98 C 2.2684 -2.6550 -2.4875  C97 1.507, Br99 1.949, H102 1.090, H103 1.088
99 Br 3.5656 -4.0954 -2.2847  C98 1.949
100 H 3.3519 -1.8779 -4.2111  C97 1.087
101 H 2.0295 -0.8495 -3.6262  C97 1.090
102 H 1.4108 -3.1130 -2.9792  C98 1.090
103 H 1.9822 -2.3430 -1.4854  C98 1.088
104 Br 0.6709 -3.2441 -6.0895  C105 1.946
105 C -0.5512 -1.9683 -6.9056  Br104 1.946, C106 1.506, H108 1.087, H109 1.089
106 C -0.3971 -0.5981 -6.2988  C105 1.506, Br107 1.950, H110 1.089, H111 1.087
107 Br -1.2455 -0.4971 -4.5457  C106 1.950
108 H -1.5529 -2.3763 -6.7977  C105 1.087
109 H -0.2830 -1.9512 -7.9610  C105 1.089
110 H -0.9065 0.1496 -6.9049  C106 1.089
111 H 0.6409 -0.3044 -6.1647  C106 1.087
112 Br 6.0233 6.0449 6.8512  C113 1.947
113 C 6.5954 4.2180 7.2081  Br112 1.947, C114 1.506, H116 1.087, H117 1.089
114 C 6.3623 3.3264 6.0170  C113 1.506, Br115 1.949, H118 1.089, H119 1.087
115 Br 4.4812 2.8456 5.8477  C114 1.949
116 H 6.0663 3.8889 8.0988  C113 1.087
117 H 7.6596 4.2909 7.4280  C113 1.089
118 H 6.8872 2.3798 6.1374  C114 1.089
119 H 6.6580 3.7821 5.0757  C114 1.087

These are the Löwdin partial charges, in e, on atoms 1 to 99: atom 1 (C): 0.018, atom 2 (C): -0.494, atom 3 (O): 0.156, atom 4 (O): -0.038, atom 5 (C): -0.130, atom 6 (C): -0.053, atom 7 (N): -0.026, atom 8 (N): 0.142, atom 9 (C): -0.200, atom 10 (N): 0.153, atom 11 (C): -0.341, atom 12 (N): 0.184, atom 13 (H): 0.077, atom 14 (H): 0.060, atom 15 (H): 0.096, atom 16 (H): 0.123, atom 17 (H): 0.144, atom 18 (H): 0.141, atom 19 (H): 0.093, atom 20 (H): 0.172, atom 21 (H): 0.036, atom 22 (H): -0.022, atom 23 (H): 0.137, atom 24 (Br): 0.715, atom 25 (C): -0.634, atom 26 (C): -0.655, atom 27 (Br): 0.612, atom 28 (H): 0.040, atom 29 (H): 0.069, atom 30 (H): 0.070, atom 31 (H): 0.050, atom 32 (Br): 0.762, atom 33 (C): -0.638, atom 34 (C): -0.679, atom 35 (Br): 0.632, atom 36 (H): 0.058, atom 37 (H): 0.061, atom 38 (H): 0.023, atom 39 (H): 0.055, atom 40 (Br): 0.627, atom 41 (C): -0.699, atom 42 (C): -0.711, atom 43 (Br): 0.585, atom 44 (H): 0.051, atom 45 (H): 0.060, atom 46 (H): 0.042, atom 47 (H): 0.045, atom 48 (Br): 0.627, atom 49 (C): -0.705, atom 50 (C): -0.677, atom 51 (Br): 0.622, atom 52 (H): -0.021, atom 53 (H): 0.053, atom 54 (H): 0.062, atom 55 (H): 0.056, atom 56 (Br): 0.641, atom 57 (C): -0.664, atom 58 (C): -0.714, atom 59 (Br): 0.594, atom 60 (H): 0.055, atom 61 (H): 0.060, atom 62 (H): -0.001, atom 63 (H): 0.030, atom 64 (Br): 0.616, atom 65 (C): -0.692, atom 66 (C): -0.677, atom 67 (Br): 0.600, atom 68 (H): 0.011, atom 69 (H): -0.009, atom 70 (H): 0.056, atom 71 (H): 0.055, atom 72 (Br): 0.571, atom 73 (C): -0.684, atom 74 (C): -0.691, atom 75 (Br): 0.599, atom 76 (H): 0.054, atom 77 (H): 0.059, atom 78 (H): 0.060, atom 79 (H): 0.049, atom 80 (Br): 0.619, atom 81 (C): -0.709, atom 82 (C): -0.691, atom 83 (Br): 0.629, atom 84 (H): 0.059, atom 85 (H): -0.035, atom 86 (H): 0.030, atom 87 (H): 0.052, atom 88 (Br): 0.616, atom 89 (C): -0.696, atom 90 (C): -0.678, atom 91 (Br): 0.675, atom 92 (H): 0.047, atom 93 (H): 0.059, atom 94 (H): 0.059, atom 95 (H): 0.053, atom 96 (Br): 0.589, atom 97 (C): -0.709, atom 98 (C): -0.697, atom 99 (Br): 0.623

=====

Results for gap between HOMO and LUMO: 4.06 8.14 (in eV, following the order of the records).
Results for strongest force on any atom: 2.7 2.8 (in eV/A, following the order of the records).